The following is a DFT calculation (ωB97M-V with the def2-TZVPD basis set) of a molecular structure, C34H33F9MnN3O3P2STe.

Kohn-Sham gap (alpha / beta)   6.02 / 7.80 eV
Energy   -138883.875 eV
Total charge   +2
HOMO (alpha / beta)   -13.6 / -13.7 eV
⟨S²⟩   6.1824
Largest force on an atom   0.76 eV/A
Spin multiplicity   5

Structure (XYZ):
```
87
Properties=species:S:1:pos:R:3:forces:R:3
Mn -0.8219 0.1973 -0.2189 0.09 0.39 0.16
F 7.3737 -0.1726 -2.2745 0.02 -0.01 0.00
C 6.3236 0.5294 -2.7085 -0.05 -0.12 0.03
F 6.1908 0.3138 -4.0215 0.01 0.00 -0.05
F 6.6003 1.8293 -2.5356 0.00 0.09 0.01
C 5.0606 0.1551 -1.9650 0.02 0.02 0.03
C 5.1421 -0.3576 -0.6779 0.00 -0.02 0.06
C 3.9825 -0.6474 0.0211 0.07 0.00 0.00
C 2.7391 -0.4255 -0.5732 0.03 0.06 -0.01
C 2.6672 0.0899 -1.8638 0.09 -0.05 -0.07
C 3.8305 0.3779 -2.5612 -0.07 0.01 0.00
P 1.2497 -0.9187 0.3156 0.15 -0.24 -0.13
C 1.4948 -0.4976 2.0515 -0.03 -0.06 0.15
C 0.9581 -1.3265 3.0393 0.04 0.01 0.06
C 1.0337 -0.9593 4.3713 -0.04 -0.02 0.00
C 1.6262 0.2465 4.7164 -0.03 0.06 0.02
C 2.1772 1.0695 3.7464 0.04 0.02 -0.06
C 2.1156 0.6987 2.4114 0.02 0.00 0.02
C 1.5971 0.7090 6.1537 0.18 -0.08 -0.05
F 0.4762 1.4230 6.3753 -0.10 0.07 0.02
F 1.5932 -0.3175 7.0061 -0.02 -0.03 0.02
F 2.6392 1.4905 6.4401 -0.02 0.03 0.03
C 1.1590 -2.7248 0.2211 0.03 -0.05 -0.09
C 1.9948 -3.5013 1.0255 0.02 -0.06 0.00
C 2.0098 -4.8801 0.8847 0.05 0.05 0.05
C 1.2009 -5.4847 -0.0650 -0.03 -0.01 0.00
C 0.3784 -4.7229 -0.8800 -0.03 0.08 -0.01
C 0.3579 -3.3433 -0.7379 0.04 -0.09 0.05
C 1.1732 -6.9914 -0.1966 0.06 0.10 -0.04
F 0.1266 -7.4969 0.4717 -0.06 -0.03 0.04
F 1.0520 -7.3562 -1.4776 -0.01 -0.03 -0.02
F 2.2816 -7.5481 0.2944 0.03 -0.03 0.02
H 6.1087 -0.5342 -0.2257 -0.01 0.01 0.00
H 4.0593 -1.0436 1.0272 -0.03 0.01 -0.04
H 1.7109 0.2834 -2.3285 -0.03 -0.03 -0.02
H 3.7797 0.7759 -3.5661 0.00 -0.01 0.02
H 0.4879 -2.2657 2.7747 -0.02 0.06 0.02
H 0.6373 -1.6096 5.1402 0.00 0.01 0.00
H 2.6609 1.9939 4.0325 -0.01 0.00 -0.01
H 2.5510 1.3446 1.6594 -0.02 -0.02 -0.01
H 2.6347 -3.0436 1.7708 -0.01 -0.01 -0.06
H 2.6563 -5.4837 1.5080 -0.01 0.02 -0.01
H -0.2390 -5.2053 -1.6273 0.02 0.02 0.01
H -0.2822 -2.7574 -1.3843 0.01 -0.03 0.06
C -1.5950 1.2515 2.8958 0.02 -0.02 0.02
C -1.9234 -0.1559 2.5437 -0.02 -0.14 0.07
N -1.6419 -0.7805 1.4089 0.03 -0.02 -0.05
C -2.1406 -2.0742 1.5103 0.08 0.17 -0.12
C -2.7210 -2.2224 2.7203 -0.03 0.18 0.19
N -2.5746 -1.0022 3.3546 -0.04 -0.16 0.03
H -2.4627 1.8940 2.7373 -0.01 0.02 0.01
H -0.7625 1.6168 2.2933 0.00 -0.03 -0.06
H -1.2927 1.3342 3.9406 -0.05 -0.03 0.00
H -2.0519 -2.7904 0.7128 0.04 0.01 -0.03
H -3.2192 -3.0588 3.1788 0.01 0.03 -0.01
H -2.8964 -0.7781 4.2836 -0.01 -0.01 -0.01
C -5.5073 -1.7837 -2.4616 -0.06 -0.12 -0.02
C -4.8919 -0.5275 -3.0051 0.03 0.19 0.16
O -4.2490 0.1793 -1.8848 -0.37 -0.17 -0.05
P -2.8737 0.8922 -1.9424 0.10 -0.12 0.60
O -2.4759 1.1890 -0.4682 -0.16 -0.16 -0.72
Te -1.1538 -0.5084 -2.8142 -0.04 -0.08 -0.15
O -3.0171 2.2753 -2.6370 0.07 0.39 -0.31
C -3.0381 2.4627 -4.0969 -0.06 -0.02 0.16
C -2.0713 3.5584 -4.4395 0.08 0.10 -0.05
H -5.9918 -2.3259 -3.2750 0.00 0.00 0.03
H -6.2581 -1.5563 -1.7055 0.03 0.01 -0.02
H -4.7423 -2.4265 -2.0252 -0.02 0.00 -0.02
H -5.6297 0.1583 -3.4152 -0.03 0.01 0.00
H -4.1428 -0.7400 -3.7676 0.09 -0.03 -0.01
H -4.0652 2.7049 -4.3565 -0.03 0.04 0.01
H -2.7652 1.5240 -4.5801 0.03 -0.06 0.00
H -2.3403 4.4842 -3.9300 0.01 -0.02 0.00
H -2.0937 3.7438 -5.5141 0.00 -0.01 0.02
H -1.0553 3.2744 -4.1601 -0.02 0.01 -0.01
S 0.5992 2.1645 -0.4801 -0.24 0.30 0.19
C -0.2837 3.6661 -0.5449 0.15 0.05 0.10
N -1.5262 3.8341 -0.0530 -0.16 -0.31 -0.01
C -2.2026 5.0068 -0.0482 -0.04 -0.15 0.01
C -1.6195 6.1316 -0.5415 0.00 0.07 0.01
C -0.3259 6.0182 -1.0629 0.10 0.08 -0.08
C 0.3297 4.8094 -1.0705 0.15 -0.02 -0.04
H -2.0175 2.9930 0.2370 -0.02 -0.03 -0.04
H -3.2032 4.9729 0.3575 0.01 -0.01 0.01
H -2.1509 7.0713 -0.5256 0.02 -0.01 -0.02
H 0.1652 6.8937 -1.4692 0.01 -0.03 0.01
H 1.3302 4.7142 -1.4689 -0.03 0.03 0.00
```
Forces are in eV/Å.